Version w
The following is a quantum chemistry calculation of a molecular structure, C5H11N3O3, from the Open Molecules 2025 dataset.

Cartesian coordinates (Å):
O1 -2.20450 0.19173 0.66728
O2 2.62185 -2.26490 0.18305
O3 -0.30055 -1.68604 1.81787
N1 -2.50839 2.01994 -0.73700
N2 1.19080 0.76805 1.35117
N3 0.30794 -2.34581 0.74683
C1 1.42395 -1.69730 0.40904
C2 1.36603 -0.04627 0.06822
C3 -0.72557 0.38066 -1.34889
C4 -1.94141 0.69632 -0.36742
C5 0.73552 0.60579 -1.27525
H1 2.31766 0.16260 -0.26606
H2 -1.07292 0.88694 -2.21659
H3 -1.24420 -1.20881 1.49802
H4 -1.00730 -0.75783 -1.42942
H5 0.89324 -0.10338 2.34535
H6 1.19699 -0.42487 -1.98332
H7 2.20959 1.25112 1.74874
H8 -1.92839 2.80512 -1.03181
H9 1.30519 1.53929 -1.39352
H10 -3.15305 2.53356 -0.06163
H11 0.51751 -3.30592 1.27534

Kohn-Sham gap, eV: 9.5
Charge: 0
LUMO level, Ha: 0.021

---

Version x
The following is a quantum chemistry calculation of C5H11N3O3 in the gas phase, from the Open Molecules 2025 dataset.

Cartesian coordinates (Å):
O1 1.76142 -1.41330 0.96912
O2 2.66127 -0.62244 -1.21633
O3 -2.77641 -1.55268 -0.48858
N1 1.75438 0.18600 -0.79072
N2 0.13458 0.31496 1.03670
N3 1.29339 -0.19808 0.39473
C1 0.10695 1.76251 0.94327
C2 -1.24623 0.03634 0.37561
C3 -0.46795 2.15960 -0.42206
C4 -1.44838 1.00272 -0.83085
C5 -1.45538 -1.38697 0.09911
H1 0.44595 2.14597 -1.15493
H2 -1.91650 0.41856 1.14164
H3 2.35943 -1.59562 0.13855
H4 -0.96723 3.14986 -0.31862
H5 -0.94629 0.41500 -1.62073
H6 -1.32693 -1.94790 1.11404
H7 -2.45596 1.28689 -1.23759
H8 -0.50250 2.08644 1.84239
H9 1.12928 2.34202 0.95928
H10 -0.69490 -1.90187 -0.55576
H11 -3.50494 -1.25719 0.10256

Kohn-Sham gap, eV: 10.1
SMILES: O=NN(O)N1CCC[C@H]1CO
Charge: 0
LUMO level, Ha: 0.013

---

How do the energies compare? Relative to the most stable structure, in eV: version w 1.092; version x 0.000.